# 1
16
Properties=species:S:1:pos:R:3:forces:R:3 method="wB97M-V/def2-TZVPD" e_lumo_ev=1.01 e_above_lowest_ev=1.927 smiles=NCC1(N)CC1 homo_ha=-0.3337 gap_ev=10.1
C 0.2531 -1.0502 0.4855 0.9569 -0.7942 -1.8681
C 0.0362 0.0849 -0.5460 -0.3551 -0.9678 1.8805
C -1.1983 0.8555 -0.3900 -2.0454 2.5350 0.3881
C 0.1645 1.4466 -0.0532 1.2008 2.4460 0.3532
H -0.3050 -1.3695 2.5337 1.1808 1.8341 -2.0884
H 1.0645 -0.3958 2.2698 -1.3234 -0.2252 -0.5943
H 1.2252 -1.5848 0.1414 -1.0003 0.8188 1.0208
H -0.5124 -1.7770 0.2285 -0.2644 -0.2630 0.3135
H 1.3761 -0.4728 -1.9052 -1.4551 0.8930 -0.2120
H -0.0976 -0.9874 -2.1585 -0.7818 -0.6598 -0.6009
H -1.5430 1.3470 -1.3256 -0.1285 -0.8360 0.7008
H -1.9908 0.8136 0.4448 1.6304 -0.4081 -1.3620
H 0.3867 1.6008 1.0104 -0.1525 -0.2624 -0.5172
H 0.6573 2.2463 -0.6974 -1.0102 -1.2544 0.6476
N 0.1252 -0.6168 1.8571 0.4373 -1.6903 2.5713
N 0.3583 -0.1402 -1.8954 3.1105 -1.1657 -0.6330

# 2
15
Properties=species:S:1:pos:R:3:forces:R:3 method="wB97M-V/def2-TZVPD" e_lumo_ev=0.26 e_above_lowest_ev=7.584 smiles="O=C1C[C@H](CO)N1O" homo_ha=-0.3743 gap_ev=10.4
C 1.0089 0.6079 -0.2643 -0.2376 1.3154 -1.5525
C -0.2768 0.6565 0.4981 -1.3077 -0.9049 1.5951
C -1.6241 0.1987 -0.1488 3.7691 0.1496 -3.6461
C -0.9863 -1.2426 0.1593 -4.3519 -1.7511 -4.2645
H 2.2474 1.6188 -1.3414 -5.6094 1.0189 -0.4825
H 0.9301 -0.3087 -0.9383 0.8135 0.8191 1.3530
H 1.8455 0.6444 0.5646 -1.3064 -0.0411 -2.3315
H -0.4892 1.4025 1.2733 0.9159 0.1559 -0.3517
H -2.4230 0.5998 0.3031 -2.8815 0.5060 2.9037
H -1.9088 0.7265 -1.1886 1.4500 -2.1754 1.3848
H 0.7644 -2.2304 0.6071 2.7960 2.8636 1.8471
N -0.2174 -0.7440 1.1848 2.4537 -0.0112 -0.6950
O 1.0553 1.6932 -1.2869 6.5057 -1.1831 1.6138
O -1.1380 -2.3050 -0.5185 1.8844 3.5144 3.5290
O 1.2120 -1.3176 1.0965 -4.8937 -4.2761 -0.9028